[1]
Molecular formula: CrN5O15
Method: DFT, the ωB97M-V functional and the def2-TZVPD basis

ΔE to the lowest compared entry with this formula, charge and spin: 8.56 kcal per mole
orbital gap (spin up / spin down): 7.64 / 8.41 eV
net charge: -2
E_HOMO (spin up / spin down): -3.31 / -3.29 eV
multiplicity: 4
<S²>: 3.777

Each line ends with the Mulliken spin population.
Atoms and positions in Å:
Cr (-0.16444, 0.10215, -0.69073)  2.972
N (0.53625, -2.53884, 1.20668)  -0.001
O (0.69950, -3.68829, 0.77858)  0.005
O (0.59577, -2.27164, 2.39386)  0.006
O (0.32115, -1.61425, 0.35291)  0.035
N (1.26922, -1.08702, -2.49682)  -0.011
O (2.11260, -1.68644, -3.10761)  0.009
O (0.07369, -1.44248, -2.39091)  0.038
O (1.50239, 0.01399, -1.87349)  -0.033
N (-1.60008, 1.77659, -2.02431)  -0.011
O (-1.76470, 0.52358, -2.10861)  0.007
O (-2.28074, 2.59326, -2.57584)  0.012
O (-0.60904, 2.06168, -1.27763)  -0.042
N (1.96709, 1.30888, 1.55959)  0.003
O (1.91761, 0.73006, 2.62287)  0.006
O (2.83928, 2.14715, 1.28564)  -0.003
O (1.09896, 1.06857, 0.64378)  0.001
N (-2.12985, 0.48697, 1.95070)  0.000
O (-3.35418, 0.56857, 2.10408)  -0.001
O (-1.35008, 0.49059, 2.89290)  0.007
O (-1.68039, 0.45692, 0.75436)  0.002

---

[2]
Molecular formula: CsF2NO4S2
Method: DFT, the ωB97M-V functional and the def2-TZVPD basis

ΔE to the lowest compared entry with this formula, charge and spin: 23.83 kcal per mole
orbital gap: 8.08 eV
E_HOMO: -9.48 eV

Each line ends with the Mulliken charge.
Atoms and positions in Å:
Cs (-2.05802, 0.08951, -3.61817)  1.006
N (-0.62972, -0.15089, -0.09676)  -0.280
S (0.82665, 0.19154, -0.59976)  1.080
O (1.78252, -0.86060, -0.72214)  -0.559
O (1.35466, 1.48594, -0.37107)  -0.552
F (0.43606, 0.33328, -2.21804)  -0.394
S (-0.30239, -0.19861, 1.53853)  1.024
O (-0.19088, 1.06363, 2.17423)  -0.531
O (0.53996, -1.25198, 1.97737)  -0.528
F (-1.75884, -0.70182, 1.93580)  -0.266

---

[3]
Molecular formula: CsF8N4O16S8
Method: DFT, the ωB97M-V functional and the def2-TZVPD basis

ΔE to the lowest compared entry with this formula, charge and spin: 611.43 kcal per mole
orbital gap: 5.89 eV
net charge: -3
E_HOMO: -0.06 eV

Each line ends with the Mulliken charge.
Atoms and positions in Å:
Cs (0.13638, 0.61879, -0.38512)  1.067
N (-2.62368, 2.09234, -0.39648)  -0.068
S (-1.71857, 3.31577, -0.21264)  1.119
O (-1.68703, 3.86637, 1.13351)  -0.499
O (-1.58064, 4.21007, -1.36212)  -0.745
F (-0.32931, 2.46901, -0.31574)  -0.110
S (-4.05618, 3.08602, -0.42794)  0.884
O (-4.71832, 3.29769, -1.71738)  -0.640
O (-4.18453, 4.21032, 0.49496)  -0.550
F (-4.94902, 1.87993, 0.15325)  -0.284
N (0.08159, -2.24887, -3.41654)  -0.594
S (1.60187, -1.50887, -3.24060)  1.054
O (2.74681, -2.42318, -3.46358)  -0.611
O (1.76166, -0.40912, -2.27628)  -0.506
F (1.75854, -0.73873, -4.65248)  -0.319
S (-0.21873, -2.26973, -1.99611)  1.273
O (-0.62391, -1.01485, -1.41192)  -0.534
O (0.59637, -3.25739, -1.19015)  -0.544
F (-1.62958, -3.08240, -2.14420)  -0.439
N (-1.16122, 0.33946, 1.32229)  -0.397
S (-0.93902, -1.12772, 2.18704)  0.757
O (-2.10808, -1.66843, 2.96912)  -0.633
O (0.47086, -1.25895, 2.71699)  -0.547
F (-0.87529, -2.00051, 0.78782)  -0.121
S (-0.77340, 1.23030, 2.53413)  0.963
O (0.60046, 1.69515, 2.59640)  -0.581
O (-1.58320, 1.23231, 3.72278)  -0.745
F (-1.44662, 2.46035, 1.90502)  -0.088
N (4.06087, -1.60006, 0.71895)  -0.547
S (3.05018, -0.18731, 0.81247)  0.849
O (3.43961, 0.66908, 1.87907)  -0.643
O (1.63409, -0.21328, 0.36293)  0.613
F (3.79650, 0.57226, -0.39873)  -0.348
S (2.93613, -2.60707, 0.68857)  0.956
O (2.47451, -2.91769, -0.67005)  -0.422
O (2.02794, -2.83732, 1.78771)  -0.558
F (4.03200, -3.87370, 0.90516)  -0.462

---

[4]
Molecular formula: CsH32O20P
Method: DFT, the ωB97M-V functional and the def2-TZVPD basis

orbital gap (spin up / spin down): 9.11 / 4.56 eV
net charge: -1
E_HOMO (spin up / spin down): -7.62 / -7.61 eV
multiplicity: 2
<S²>: 0.759

Each line ends with the Mulliken spin population.
Atoms and positions in Å:
Cs (-6.87060, 20.63633, -24.51063)  0.001
P (-9.87841, 21.95010, -24.19460)  -0.064
O (-8.77214, 22.88940, -24.67472)  0.037
O (-9.83344, 21.76576, -22.66319)  0.174
O (-9.82939, 20.55204, -24.94459)  0.166
O (-11.28055, 22.59774, -24.47293)  0.552
O (-9.06941, 25.42812, -24.57661)  -0.001
H (-9.82052, 25.74598, -25.07764)  0.000
H (-9.12135, 24.47479, -24.64506)  -0.004
O (-9.73086, 24.39595, -27.58923)  0.000
H (-10.50975, 24.47462, -27.03845)  0.001
H (-9.21800, 23.69820, -27.18137)  0.000
O (-12.73760, 23.40781, -22.49373)  0.052
H (-12.11232, 22.99273, -23.08785)  0.002
H (-12.25248, 23.52238, -21.67657)  -0.002
O (-13.00342, 20.39891, -23.89388)  -0.001
H (-13.64555, 20.52969, -24.59159)  0.000
H (-12.31257, 21.03438, -24.08134)  -0.002
O (-11.69332, 24.76371, -25.66015)  0.005
H (-11.36630, 23.92228, -25.34189)  0.001
H (-12.64562, 24.66697, -25.65919)  0.001
O (-11.29071, 18.81522, -26.18197)  0.004
H (-10.84376, 19.53396, -25.73488)  0.001
H (-11.08451, 18.04131, -25.65778)  0.000
O (-9.01500, 20.99958, -27.27672)  0.000
H (-9.67985, 21.50559, -27.74380)  0.000
H (-9.31757, 20.98623, -26.36869)  -0.002
O (-9.62542, 24.31095, -22.20195)  0.000
H (-9.81386, 23.38964, -22.38057)  0.003
H (-9.91472, 24.77211, -22.98927)  -0.001
O (-11.51438, 19.70817, -21.69666)  0.000
H (-10.79203, 20.33570, -21.67114)  -0.001
H (-11.89564, 19.81641, -22.56796)  0.000
O (-10.79497, 22.45593, -20.51165)  0.004
H (-10.49858, 22.20777, -21.38732)  0.006
H (-10.40633, 21.80072, -19.93209)  0.000
O (-14.42557, 23.08578, -24.79822)  0.000
H (-13.52673, 23.17850, -25.11401)  -0.001
H (-14.34892, 23.11351, -23.84449)  0.000
O (-6.59633, 23.66889, -25.81164)  0.001
H (-7.35492, 23.36729, -25.31182)  0.001
H (-6.88760, 24.48314, -26.22199)  0.000
O (-6.82882, 22.89575, -22.28214)  0.001
H (-7.54323, 22.89040, -22.91918)  -0.003
H (-7.26558, 22.95122, -21.43220)  0.000
O (-7.92008, 20.01325, -21.30188)  0.002
H (-7.63558, 20.32626, -20.44321)  0.000
H (-8.63504, 20.60074, -21.54668)  -0.004
O (-9.69018, 18.32245, -23.42647)  0.003
H (-9.67371, 19.11041, -23.96969)  -0.005
H (-9.37648, 18.61442, -22.57056)  0.000
O (-11.69219, 21.87236, -26.89382)  0.077
H (-11.58925, 20.93205, -26.74737)  0.001
H (-11.22297, 22.28129, -26.16661)  -0.003

---

Max |F| / eV/A: 3.8, 4.1, 16.9, 4.0
Calculated total energy / Eh: -2446.4322, -1371.9449, -5426.5937, -1885.6862